ORCA calculation (wB97M-V/def2-TZVPD) on a molecular structure, C26H28F6IrN5O6S5.

Structure (ORCA input):
```
! RIJCOSX wB97M-V def2-TZVPD def2/J DEFGRID3
* xyz 3 6
Ir 0.086 0.156 0.079
S -0.293 -3.360 0.164
S -2.336 0.156 0.893
S -0.284 3.725 -0.331
S -1.010 -0.111 -3.484
S 1.723 2.730 1.191
F 4.141 2.661 2.096
F 0.108 5.095 -2.517
F 1.798 3.857 -1.974
F 0.028 2.954 -2.830
F 3.991 3.347 0.049
F 3.407 4.658 1.670
O 1.803 1.658 0.146
O -0.640 -1.956 -0.368
O -0.380 0.190 -2.170
O -1.298 4.713 -0.248
O 1.390 2.254 2.502
O -0.760 2.318 -0.286
N 1.968 -0.994 0.477
N 0.882 3.952 0.692
N -2.955 0.898 3.349
N -0.842 0.075 3.101
N 0.172 -0.332 2.276
C 3.679 -1.150 2.123
C 4.632 -1.325 1.121
C -4.268 1.397 -5.149
C -3.808 2.668 -3.067
C -3.017 -6.059 1.294
C -4.219 -5.403 1.057
C 4.226 -1.345 -0.198
C 2.361 -0.983 1.766
C 2.880 -1.169 -0.480
C -4.228 -4.110 0.556
C -3.185 0.610 -4.910
C -2.723 1.886 -2.806
C 1.582 -0.794 4.232
C -0.680 -4.051 -2.519
C -1.844 -4.138 0.500
C 3.455 3.418 1.253
C 0.205 -4.295 -1.298
C -2.028 0.410 2.545
C -0.350 -2.717 -3.225
C -2.435 0.825 -3.706
C 0.484 3.936 -2.032
C -1.594 -1.842 -3.398
C -1.815 -5.426 1.023
C -4.577 2.444 -4.245
C 1.297 -0.700 2.772
C -3.031 -3.463 0.272
H -4.080 3.471 -2.394
H 5.676 -1.439 1.380
H 0.115 -2.889 -4.195
H -2.810 1.034 4.339
H -3.014 -7.062 1.697
H -2.155 -2.049 -4.309
H 3.979 -1.130 3.161
H -2.892 -0.157 -5.617
H -3.016 -2.449 -0.103
H 1.248 -4.025 -1.481
H -0.878 -5.930 1.231
H -5.154 -5.902 1.276
H -4.872 1.251 -6.034
H -2.093 2.053 -1.941
H 0.693 -1.066 4.801
H 2.338 -1.547 4.435
H -0.540 -4.879 -3.212
H 2.518 -1.159 -1.501
H -2.251 -1.861 -2.527
H 0.366 -2.174 -2.612
H -5.405 3.106 -4.468
H 1.956 0.170 4.595
H -0.614 0.358 4.045
H 4.933 -1.478 -1.005
H 0.185 -5.336 -0.971
H -5.168 -3.602 0.390
H -1.728 -4.095 -2.213
H -3.845 1.180 2.969
*
```

Properties
Energy above the lowest of the compared OMol25 structures with the same formula, charge and spin: 1.348 eV
LUMO energy (alpha / beta): -8.559 / -12.267 eV
Gap between HOMO and LUMO (alpha / beta): 0.29255 / 0.15686 Ha


ORCA calculation (wB97M-V/def2-TZVPD) on a single C26H28FN5O4 molecule.

Structure (ORCA input):
```
! RIJCOSX wB97M-V def2-TZVPD def2/J DEFGRID3
* xyz 0 1
F 0.418 -2.309 5.566
O 2.829 1.971 -4.383
O 0.069 1.078 -0.005
O -2.938 -1.674 1.766
O 3.202 -1.245 -0.798
N 2.837 2.215 -3.052
N 3.103 1.005 -1.081
N -2.457 0.386 0.955
N -1.094 -0.824 -3.921
N 0.189 -0.936 0.996
C -3.735 3.368 0.799
C -4.317 1.964 0.661
C 0.612 0.327 0.791
C -3.477 3.474 2.299
C 3.150 -0.127 -0.333
C -1.014 -1.453 0.331
C 3.029 0.174 -6.004
C 0.798 -2.477 4.287
C 2.066 -3.659 2.655
C 3.035 0.664 -4.605
C -1.038 -1.185 -1.155
C 0.105 -1.360 -1.927
C -3.502 1.108 1.645
C -2.183 -0.672 -3.189
C -2.901 2.104 2.663
C -2.215 -0.849 -1.815
C 3.190 0.021 -3.410
C 0.019 -1.168 -3.296
C 1.677 -3.498 3.974
C 1.588 -2.809 1.672
C 3.043 1.062 -2.458
C 0.712 -1.785 2.011
C 0.301 -1.615 3.327
C 3.127 0.130 1.166
C 1.813 0.796 1.602
C -2.256 -0.931 1.089
H -1.001 -2.541 0.476
H -3.127 1.821 3.689
H 3.493 0.908 -6.657
H -1.813 0.923 0.383
H 0.886 -1.304 -3.927
H 1.045 -1.640 -1.480
H -2.798 4.287 2.554
H -0.402 -0.844 3.599
H -5.366 1.966 0.958
H -3.078 -0.399 -3.733
H -1.815 2.115 2.546
H -4.410 4.139 0.432
H -4.248 1.578 -0.355
H 3.249 -0.834 1.662
H -2.794 3.441 0.252
H 1.903 -2.923 0.646
H 3.381 -1.010 -3.213
H 2.002 0.023 -6.337
H 2.964 1.900 -0.633
H 2.748 -4.452 2.391
H 1.868 1.877 1.456
H 3.969 0.768 1.439
H 2.038 -4.150 4.753
H -3.143 -0.738 -1.276
H 3.561 -0.770 -6.070
H -4.419 3.636 2.823
H -4.120 0.349 2.133
H 1.643 0.602 2.663
*
```

Properties
SMILES: Cc1cc(NC(=O)CCC(=O)N(c2cccc(F)c2)[C@@H](C(=O)NC2CCCC2)c2ccncc2)no1
Energy above the lowest of the compared OMol25 structures with the same formula, charge and spin: 0.162 eV
LUMO energy: 0.449 eV
Gap between HOMO and LUMO: 0.35950 Ha


ORCA calculation (wB97M-V/def2-TZVPD) on a molecular structure, C26H28MnN3O2.

Structure (ORCA input):
```
! RIJCOSX wB97M-V def2-TZVPD def2/J DEFGRID3
* xyz 0 5
Mn 0.260 0.855 1.916
O -1.365 1.876 1.378
O 0.945 -0.053 3.526
N -1.231 -0.789 0.278
N 1.188 0.755 0.147
N -2.210 0.186 -0.114
C 2.116 2.650 1.376
C -3.960 2.022 -1.221
C -0.578 -1.933 -1.799
C 0.164 -1.899 2.145
C 1.859 -2.251 3.842
C 1.987 -3.534 3.347
C 0.432 -2.373 -2.700
C 1.702 -1.868 -2.676
C 0.984 -1.389 3.196
C -2.148 1.400 0.480
C -3.791 3.328 0.794
C 3.703 0.993 0.550
C -0.765 -0.826 1.666
C 2.459 2.566 -0.977
C 2.370 1.633 0.200
C -3.286 2.285 -0.017
C -5.117 2.708 -1.591
C -4.892 4.111 0.345
C 1.094 -0.301 -0.771
C -5.567 3.796 -0.820
C 0.294 -3.201 1.636
C -0.203 -1.021 -0.808
C 1.229 -4.042 2.279
C 2.007 -0.750 -1.786
C 2.755 -2.422 -3.547
C -2.000 -2.495 -1.916
H -0.285 -3.615 0.811
H -1.830 -3.570 -2.025
H 2.621 2.032 -1.931
H 0.226 -3.345 -3.230
H 1.196 3.276 1.190
H 2.997 -0.269 -1.844
H 2.545 -1.818 4.588
H -1.883 -1.587 0.184
H -1.677 -0.687 2.278
H 4.337 0.722 -0.318
H 4.253 1.693 1.201
H -3.357 3.487 1.757
H 2.009 2.228 2.376
H -3.697 1.167 -1.828
H -5.106 5.022 0.968
H 2.906 3.419 1.381
H 3.333 3.151 -1.007
H 3.792 -2.175 -3.158
H 2.666 -3.600 -3.458
H 3.434 0.090 1.049
H 1.348 -5.009 1.925
H 2.545 -2.118 -4.539
H -6.404 4.342 -1.105
H -5.558 2.491 -2.541
H -2.666 -2.270 -1.105
H 2.562 -4.348 3.849
H 1.570 3.259 -1.027
H -2.312 -1.983 -2.800
*
```

Properties
LUMO energy (alpha / beta): -0.550 / 0.443 eV
Gap between HOMO and LUMO (alpha / beta): 0.24660 / 0.29064 Ha


ORCA calculation (wB97M-V/def2-TZVPD) on a molecular structure, C26H28MoN8O5S5.

Structure (ORCA input):
```
! RIJCOSX wB97M-V def2-TZVPD def2/J DEFGRID3
* xyz 0 1
Mo 0.577 -0.798 -0.813
S 1.814 -2.541 -1.508
S -1.129 -2.550 -0.367
S -1.568 0.697 2.742
S 2.103 0.551 -1.910
S -4.667 -0.464 -0.630
O -1.991 0.586 -3.472
O -0.541 -0.847 -2.732
O 0.993 -0.586 0.994
O -5.163 0.186 0.548
O -4.960 0.148 -1.902
N -1.211 0.213 -2.635
N 0.083 2.259 0.491
N -0.882 0.845 -1.509
N -2.856 2.152 -1.526
N -1.213 -1.704 3.834
N -3.034 -0.679 -0.521
N 0.711 -0.607 3.267
N -1.171 2.563 -0.033
C -6.297 -2.814 -0.676
C 0.033 -3.759 3.126
C -5.071 -2.186 -0.620
C -3.879 -2.880 -0.519
C 2.930 -0.500 2.387
C 3.373 -1.869 -2.021
C 1.453 -0.575 2.239
C -0.669 -0.623 3.272
C -5.107 -4.916 -0.536
C 5.135 -0.505 1.424
C 4.863 -0.322 3.806
C 3.759 -0.562 1.271
C -3.432 -2.281 2.847
C -2.719 -1.936 -0.467
C -6.299 -4.204 -0.631
C 5.689 -0.383 2.690
C 5.678 -2.173 -2.633
C 4.719 0.035 -2.610
C -2.656 -1.788 4.058
C 5.805 -0.800 -2.818
C 3.497 -0.496 -2.206
C -3.882 -4.264 -0.481
C -0.370 -2.827 4.259
C -1.663 1.842 -1.048
C 4.461 -2.707 -2.239
C 3.489 -0.382 3.658
H 6.753 -0.381 -3.131
H 2.833 -0.336 4.517
H -3.298 -1.580 2.025
H -3.007 -0.796 4.339
H 6.764 -0.338 2.809
H 3.332 -0.658 0.284
H -5.137 -5.998 -0.507
H -0.834 -4.250 2.683
H -7.217 -2.250 -0.754
H -4.497 -2.322 3.083
H -3.409 2.845 -1.051
H 0.519 -2.422 4.745
H -2.951 -4.811 -0.416
H 5.772 -0.558 0.550
H 0.656 3.092 0.494
H -1.830 3.073 0.540
H -3.106 -3.274 2.535
H -7.239 -4.738 -0.674
H 4.347 -3.775 -2.095
H 5.294 -0.230 4.795
H -3.338 1.533 -2.164
H -0.934 -3.374 5.014
H -2.800 -2.453 4.910
H 0.713 -4.526 3.503
H 0.542 -3.215 2.331
H 4.810 1.104 -2.756
H 6.524 -2.826 -2.800
H -0.056 1.883 1.433
*
```

Properties
LUMO energy: -0.990 eV
Gap between HOMO and LUMO: 0.26014 Ha


ORCA calculation (wB97M-V/def2-TZVPD) on 2 unconnected molecules or ions with the total composition C26H28N6O3.

Structure (ORCA input):
```
! RIJCOSX wB97M-V def2-TZVPD def2/J DEFGRID3
* xyz 0 1
O 4.967 -1.261 3.766
O -0.560 -2.944 -0.437
O 6.014 2.883 4.176
N 4.295 1.608 3.680
N -3.359 1.135 -2.415
N -2.696 -4.992 -2.840
N 2.846 -1.832 3.381
N -3.682 -0.311 -0.840
N -4.032 0.932 -0.372
C -4.593 5.219 0.141
C -4.372 5.455 -2.255
C 3.466 0.536 3.093
C -3.272 -0.190 -2.079
C 6.577 1.052 2.802
C -2.988 -2.628 -2.512
C -1.834 -3.446 -4.466
C -4.120 4.083 -2.369
C 3.211 0.794 1.594
C 3.836 -0.929 3.436
C -0.109 -0.895 0.721
C -2.791 -1.297 -2.921
C 0.336 -2.038 0.023
C -4.102 3.259 -1.228
C -4.345 3.847 0.026
C 2.205 -0.161 0.983
C -4.606 6.024 -1.000
C 2.647 -1.293 0.270
C -3.843 1.812 -1.326
C 5.598 1.888 3.601
C -1.640 -2.132 -4.902
C -2.116 -1.063 -4.134
C -2.509 -3.692 -3.272
C 0.828 0.038 1.206
C 1.714 -2.234 -0.203
C 3.012 -3.257 3.662
H 2.492 0.669 3.564
H -4.386 6.083 -3.141
H -4.340 3.231 0.923
H -1.115 -1.943 -5.834
H 3.726 -3.690 2.958
H 0.484 0.910 1.746
H 6.993 0.287 3.454
H -4.798 7.090 -0.912
H 3.704 -1.456 0.108
H 1.948 -1.522 3.038
H -2.945 -5.134 -1.864
H -1.946 -0.051 -4.486
H -3.112 1.540 -3.308
H 2.838 1.812 1.472
H -2.151 -5.717 -3.300
H 3.806 2.268 4.263
H 4.143 0.722 1.036
H -4.778 5.656 1.117
H 6.097 0.578 1.956
H -3.945 3.666 -3.356
H -1.413 -2.536 -0.604
H 2.057 -3.775 3.567
H -1.167 -0.738 0.880
H 2.039 -3.111 -0.742
H -1.461 -4.274 -5.059
H 7.380 1.697 2.450
H 3.398 -3.390 4.675
H -3.528 -2.839 -1.594
*
```

Properties
SMILES: CNC(=O)[C@H](Cc1ccc(O)cc1)NC(C)=O.Nc1cccc(-c2nnc(-c3ccccc3)[nH]2)c1
Energy above the lowest of the compared OMol25 structures with the same formula, charge and spin: 0.365 eV
LUMO energy: 0.160 eV
Gap between HOMO and LUMO: 0.31504 Ha


ORCA calculation (wB97M-V/def2-TZVPD) on a molecular structure, C26H28N7O2PdS.

Structure (ORCA input):
```
! RIJCOSX wB97M-V def2-TZVPD def2/J DEFGRID3
* xyz 3 5
Pd -0.335 -0.048 0.086
S 1.253 1.924 -2.077
O -1.705 1.758 -0.357
O 1.257 0.713 -1.086
N -1.502 -1.788 -0.533
N -1.047 -0.258 -3.071
N -2.996 3.499 -0.988
N 1.055 0.634 1.694
N 0.803 -1.847 0.741
N -1.441 -0.515 1.934
N -3.833 2.999 -4.417
C 2.932 1.332 3.556
C -1.507 -1.980 3.789
C 1.822 2.138 3.347
C 1.975 1.253 -3.592
C 0.155 -2.405 1.963
C -1.312 -3.985 -1.393
C 2.178 -1.374 0.996
C -2.436 1.844 -2.620
C -2.667 -3.976 -1.695
C 3.772 2.649 -2.761
C -3.202 2.473 -3.600
C 2.758 2.846 -1.629
C 3.483 1.287 -3.385
C -0.754 -2.866 -0.804
C -1.689 0.689 -2.915
C -2.350 2.370 -1.228
C -2.451 0.196 2.448
C -3.433 -2.860 -1.381
C -3.040 -0.146 3.648
C 0.890 1.750 2.403
C -0.966 -1.586 2.575
C -2.814 -1.779 -0.789
C -2.556 -1.254 4.330
C 2.117 -0.159 1.879
C 0.698 -2.755 -0.419
C 3.081 0.165 2.817
H -2.971 3.903 -0.062
H 2.483 3.883 -1.446
H 2.624 -1.102 0.038
H 3.657 3.437 -3.505
H -3.856 0.445 4.038
H -2.774 1.053 1.871
H 1.655 1.934 -4.386
H -0.699 -4.852 -1.603
H -0.003 2.330 2.203
H 3.998 1.155 -4.335
H 1.672 3.049 3.910
H 3.931 -0.487 2.969
H 1.271 -2.321 -1.242
H -2.991 -1.550 5.276
H -3.359 -0.886 -0.509
H 1.523 0.276 -3.761
H 4.785 2.718 -2.368
H -3.525 3.984 -1.700
H 2.784 -2.164 1.447
H 3.070 2.384 -0.691
H 3.673 1.604 4.296
H -3.126 -4.841 -2.156
H 0.923 -2.563 2.722
H 1.119 -3.738 -0.192
H -0.245 -3.391 1.720
H -4.494 -2.830 -1.584
H 3.794 0.477 -2.723
H -1.112 -2.848 4.302
*
```

Properties
Energy above the lowest of the compared OMol25 structures with the same formula, charge and spin: 0.000 eV
LUMO energy (alpha / beta): -7.985 / -11.941 eV
Gap between HOMO and LUMO (alpha / beta): 0.36763 / 0.22767 Ha


ORCA calculation (wB97M-V/def2-TZVPD) on a molecular structure, C26H28NO5RbS3Sb.

Structure (ORCA input):
```
! RIJCOSX wB97M-V def2-TZVPD def2/J DEFGRID3
* xyz -1 1
Sb -1.598 -0.540 -3.120
Rb -1.321 -1.277 0.414
S 1.421 1.854 3.562
S 3.908 -0.195 -0.614
S 0.051 2.313 -0.148
O -2.228 -4.153 3.343
O -2.419 2.780 3.306
O -2.682 -3.109 1.399
O -2.861 1.679 1.421
O 0.984 -0.351 0.323
N -2.673 -0.694 2.763
C -0.242 -2.969 -4.699
C 0.896 0.935 4.918
C 4.186 -0.007 1.913
C 3.240 0.142 0.940
C -2.712 0.442 3.453
C -2.184 -0.323 -6.276
C 2.402 3.021 0.554
C 0.925 -0.623 3.213
C 1.357 0.471 2.521
C 0.488 3.969 -0.308
C -2.515 -3.176 2.635
C 1.580 1.933 0.526
C -2.739 -1.877 4.820
C -0.092 0.883 -3.778
C 1.779 4.192 0.061
C 5.463 -0.506 0.060
C -0.450 -2.382 -3.311
C -2.815 -0.696 5.535
C 1.747 0.498 1.030
C -2.663 -1.837 3.424
C 5.459 -0.376 1.410
C -2.636 1.652 2.604
C -2.781 0.508 4.838
C -2.818 -0.686 -4.941
C 1.017 0.399 -4.697
C 0.661 -0.360 4.581
H 0.304 -3.914 -4.642
H -0.211 4.682 -0.716
H 0.510 -2.173 -2.832
H 0.630 0.072 -5.665
H -3.203 -1.709 -4.972
H 0.812 -1.593 2.750
H 3.416 2.978 0.927
H -2.717 -2.849 5.293
H 0.339 1.252 -2.849
H -2.797 1.463 5.342
H 0.303 -1.105 5.277
H -1.774 0.688 -6.253
H 3.974 0.140 2.962
H 1.561 -0.430 -4.245
H -1.374 -1.010 -6.528
H 0.760 1.405 5.879
H 6.290 -0.793 -0.572
H -2.877 -0.705 6.616
H -0.961 -3.111 -2.677
H 1.736 1.202 -4.880
H -0.630 1.723 -4.228
H -2.919 -0.364 -7.085
H 2.263 5.156 -0.003
H -2.349 3.515 2.683
H 6.328 -0.548 2.030
H -3.683 -0.044 -4.759
H 0.332 -2.293 -5.334
H -1.196 -3.170 -5.190
*
```

Properties
Energy above the lowest of the compared OMol25 structures with the same formula, charge and spin: 0.786 eV
LUMO energy: 2.218 eV
Gap between HOMO and LUMO: 0.27354 Ha


Calculated DFT total energy in order - -120440.3113 -45775.2008 -67299.1630 -105606.4337 -42500.8272 -56229.0267 -78844.6880 eV